The following is a DFT calculation (ωB97M-V/def2-TZVPD) of a 2-piece molecular cluster, C6H8N4O overall at a distorted geometry.

The geometry in XYZ format:
```
19
C6H8N4O, DFT ωB97M-V/def2-TZVPD
C -1.42205 1.30911 -0.02018
C 2.50213 -1.06151 -0.34935
C 2.05332 -0.75760 0.95326
C 1.83402 0.92712 -0.39424
C -1.19035 -1.09811 -0.31510
C -1.78871 0.16050 -0.62962
N -1.04525 2.23504 0.55680
N 2.38912 -0.04408 -1.23417
N 1.05879 2.88200 0.06071
N 1.55078 2.11139 -0.86536
O 1.54714 0.54706 0.86295
H 3.00382 -2.00386 -0.51480
H 1.82893 -1.31543 1.83142
H -1.67340 -1.94935 -0.76333
H -1.01758 -1.30489 0.80658
H -0.07268 -1.02876 -0.73017
H -2.52854 0.36756 -1.34145
H 1.23482 3.86859 -0.27734
H 1.06429 2.60545 1.08682
```

Properties
LUMO (spin up / spin down) = -0.566 / -0.799 eV
strongest force on any atom = 4.13 eV/Å
HOMO level (spin up / spin down) = -8.1 / -7.3 eV
energy relative to the best compared isomer or geometry (same formula, charge and spin) = 117.2 kcal per mole
orbital gap (spin up / spin down) = 0.278 / 0.239 Ha
calculated total energy = -527.51175 hartree

These are the natural (NBO) partial charges, in e, on atoms 1 to 6: number 1, C, carries 0.22; number 2, C, carries -0.09; number 3, C, carries -0.01; number 4, C, carries 0.52; number 5, C, carries -0.67; number 6, C, carries -0.21

---

The following is a DFT calculation (ωB97M-V/def2-TZVPD) of C18H31Cl2N2O4Pr as an isolated structure at a distorted geometry.

The geometry in XYZ format:
```
58
C18H31Cl2N2O4Pr, DFT ωB97M-V/def2-TZVPD
O 0.65443 0.37935 -1.36295
C 1.91355 0.94324 -1.13039
C 2.99218 0.23132 -1.91325
C 2.77217 -1.02936 -2.45743
H 1.79390 -1.47105 -2.34069
C 3.77702 -1.69544 -3.14435
H 3.59116 -2.68275 -3.54997
C 5.02053 -1.10067 -3.31147
H 5.80715 -1.61761 -3.84636
C 5.24457 0.16791 -2.79159
H 6.20731 0.64497 -2.92410
C 4.23803 0.82360 -2.09759
H 4.41695 1.81073 -1.68903
H 1.92161 1.99035 -1.45280
C 1.34670 1.98854 1.07861
C 2.14595 0.94023 0.37494
H 1.78746 2.31183 2.01798
H 0.33671 1.63062 1.26960
H 1.24153 2.87048 0.44188
C 2.95132 0.05274 0.96252
C 3.23714 -0.09920 2.41811
H 3.48884 -0.63884 0.32260
H 4.28476 0.04403 2.66783
H 2.94950 -1.09327 2.76977
H 2.65404 0.61097 3.01035
Pr -0.48305 -0.54457 -0.19308
Cl 0.24721 -2.68301 -0.72691
Cl 0.82719 -0.43356 1.71484
C -1.80060 -2.21456 1.81521
O -2.04917 -1.40287 0.90886
N -2.74576 -2.85098 2.51223
C -4.10420 -2.35208 2.57452
C -2.44945 -4.07758 3.21973
H -0.77591 -2.45511 2.09391
H -4.18951 -1.49061 1.92344
H -4.35595 -2.06287 3.59516
H -4.80350 -3.12236 2.24926
H -1.45442 -4.42207 2.95670
H -3.16792 -4.85476 2.95705
H -2.49092 -3.91907 4.29785
H -3.69244 3.56389 1.26178
H -3.61955 4.48415 -1.31245
C -2.61447 3.64749 1.11901
C -2.54785 4.29217 -1.26961
N -2.25644 3.31459 -0.24322
H -2.11157 2.97420 1.80477
C -1.60565 2.18482 -0.52200
O -1.41545 1.27894 0.30739
H -2.21083 3.90945 -2.22536
H -1.22124 2.10659 -1.53761
H -2.30282 4.66396 1.35470
H -2.03544 5.23094 -1.05385
C -2.84601 -1.61010 -2.00431
O -1.82667 -0.65017 -2.10794
H -3.65302 -1.35081 -2.72183
H -3.31902 -1.58386 -1.01030
H -2.47015 -2.63545 -2.21704
H -1.22990 -0.94745 -2.84311
```

Properties
LUMO (spin up / spin down) = 0.132 / 0.131 eV
strongest force on any atom = 9.06 eV/Å
multiplicity = 3
HOMO level (spin up / spin down) = -5.6 / -6.2 eV
orbital gap (spin up / spin down) = 0.211 / 0.231 Ha
calculated total energy = -2552.20938 hartree
⟨S²⟩ = 2.002

These are the Mulliken partial charges, in e, on atoms 1 to 6: number 1, O, carries -0.34; number 2, C, carries 0.87; number 3, C, carries -0.80; number 4, C, carries 0.05; number 5, H, carries 0.11; number 6, C, carries -0.89

---

The following is a DFT calculation (ωB97M-V/def2-TZVPD) of C18H31Cl2HgN4O4 as an isolated structure at a distorted geometry.

The geometry in XYZ format:
```
60
C18H31Cl2HgN4O4, DFT ωB97M-V/def2-TZVPD
O 0.29415 -0.12052 -4.06168
C -0.41835 0.30418 -4.94908
C -0.18465 1.54198 -5.70628
C 0.92335 2.34818 -5.43808
H 1.60995 2.04378 -4.66028
C 1.12345 3.50818 -6.16148
H 1.98125 4.13408 -5.95518
C 0.22155 3.87348 -7.15698
H 0.38155 4.78268 -7.72158
C -0.88205 3.07658 -7.42908
H -1.58065 3.36328 -8.20338
C -1.08415 1.91338 -6.70448
H -1.94265 1.28478 -6.90918
H -1.33195 -0.25072 -5.25198
C -2.44535 1.76198 0.86292
C -1.86085 0.84188 1.88192
H -3.32855 2.29668 1.22042
H -2.72515 1.19938 -0.02688
H -1.71085 2.49468 0.53612
C -2.43755 0.51908 3.04432
C -3.75975 0.97808 3.58342
H -1.92665 -0.18942 3.69212
H -4.23105 1.73558 2.96312
H -3.65555 1.39058 4.59112
H -4.46055 0.14238 3.66592
Hg -0.06915 -0.00372 1.43562
Cl 1.09165 2.01858 1.30482
Cl -0.49245 -0.21932 -0.82158
H 3.86795 -0.08272 -1.77648
H 5.51275 0.90148 -0.09318
C 3.06985 0.10158 -1.05808
C 4.65735 1.07338 0.55922
N 3.61565 0.10818 0.28612
H 2.30715 -0.66222 -1.13098
C 2.97285 -0.50062 1.28542
O 1.96985 -1.21502 1.16992
H 4.98245 0.98628 1.59232
H 3.43605 -0.32602 2.26672
H 2.59805 1.05988 -1.26818
H 4.28345 2.08458 0.39762
H -1.49255 -5.18542 2.81712
H -0.30945 -5.93552 0.58802
C -1.94805 -4.39922 2.21442
C -0.81855 -5.09082 0.12232
N -1.09075 -4.05742 1.09752
H -2.09625 -3.51652 2.82402
C -0.58825 -2.82862 0.95452
O -0.79205 -1.91132 1.76652
H -0.18695 -4.69492 -0.66648
H 0.01365 -2.66832 0.06172
H -2.91255 -4.75382 1.85152
H -1.74655 -5.45032 -0.32298
N 1.60955 -0.13852 5.35262
C 0.37845 0.01908 4.81862
N -0.66035 0.18438 5.71062
O 0.23425 0.00818 3.56732
H 1.72545 -0.13172 6.38072
H 2.43985 -0.25752 4.76362
H -1.65025 0.35358 5.51832
H -0.48125 0.15628 6.72492
```

Properties
LUMO = 2.488 eV
strongest force on any atom = 6.65 eV/Å
charge = -1
HOMO level = -1.5 eV
energy relative to the best compared isomer or geometry (same formula, charge and spin) = 87.9 kcal per mole
orbital gap = 0.148 Ha
calculated total energy = -2298.20837 hartree

These are the natural (NBO) partial charges, in e, on atoms 1 to 6: number 1, O, carries -0.46; number 2, C, carries 0.40; number 3, C, carries -0.15; number 4, C, carries -0.16; number 5, H, carries 0.24; number 6, C, carries -0.20

---

The following is a DFT calculation (ωB97M-V/def2-TZVPD) of C28H21Cl2N6Pt as an isolated structure.

The geometry in XYZ format:
```
58
C28H21Cl2N6Pt, DFT ωB97M-V/def2-TZVPD
Pt 0.59445 -0.20110 -0.52365
C 3.99769 1.95535 0.93391
C 2.99656 0.97766 0.77248
N 2.13540 1.04581 -0.21595
C 2.15084 2.08620 -1.11244
C 3.12825 3.08504 -1.01484
C 4.06421 2.98738 0.04479
C 3.13531 4.14649 -1.95444
C 2.17930 4.16466 -2.92964
C 1.18102 3.17717 -3.03185
C 1.11619 2.11768 -2.13293
N 0.22961 1.09239 -2.05269
C -0.92081 0.82657 -2.72751
C -1.51001 1.50811 -3.78581
C -2.73185 1.08337 -4.34229
C -3.40650 -0.00999 -3.88242
C -2.85612 -0.74755 -2.80353
C -3.49446 -1.88135 -2.24372
C -2.93263 -2.54118 -1.19282
C -1.70395 -2.08587 -0.67636
N -1.09135 -1.04464 -1.19264
C -1.63685 -0.34363 -2.24396
H 4.69271 1.86695 1.75737
H 2.85826 0.12379 1.42971
H 4.82698 3.75238 0.13460
H 3.89114 4.91781 -1.88095
H 2.17383 4.96785 -3.65752
H 0.47167 3.26608 -3.83531
H -1.04893 2.38452 -4.20535
H -3.14179 1.65877 -5.16430
H -4.34875 -0.32137 -4.31468
H -4.43785 -2.20701 -2.66697
H -3.40087 -3.40597 -0.74426
H -1.20251 -2.56148 0.15580
Cl 1.33166 -3.29297 -1.32533
C 1.26913 -3.62372 0.40857
C 1.47139 -4.93860 0.76286
C 1.47812 -5.35366 2.09050
C 1.27122 -4.36578 3.05760
C 1.07657 -3.06192 2.69992
Cl 0.83462 -1.89999 4.00794
C 1.06405 -2.51248 1.34054
N 0.89338 -1.24419 1.16049
H 1.63688 -5.65769 -0.03091
H 1.63591 -6.38826 2.35928
H 1.25559 -4.61908 4.11132
C -1.40546 0.64753 5.00325
N -1.65126 0.93831 3.60932
C -2.85685 0.89146 2.95418
C -2.57570 1.16682 1.64676
N -1.23364 1.38916 1.48511
C -0.71654 1.24729 2.67649
H -2.34607 0.70513 5.54828
H -0.71742 1.38157 5.42128
H -0.98287 -0.34958 5.12160
H -3.76837 0.63392 3.46541
H -3.25752 1.18902 0.81168
H 0.33501 1.27680 2.91402
```

Properties
LUMO = 2.472 eV
strongest force on any atom = 0.38 eV/Å
charge = -1
HOMO level = -2.4 eV
energy relative to the best compared isomer or geometry (same formula, charge and spin) = 12.2 kcal per mole
orbital gap = 0.180 Ha
calculated total energy = -2447.91133 hartree

These are the natural (NBO) partial charges, in e, on atoms 1 to 6: number 1, Pt, carries 0.84; number 2, C, carries -0.26; number 3, C, carries 0.06; number 4, N, carries -0.42; number 5, C, carries 0.22; number 6, C, carries -0.10

---

What is the formula in the first record?
C6H8N4O